## 1
ORCA calculation (wB97M-V/def2-TZVPD) on a cluster of 2 separate species, C12H16N2O in total.

```
! wB97M-V def2-TZVPD RIJCOSX def2/J DEFGRID3
* xyz 0 1
C 0.565 -1.271 -3.567
C -0.207 -1.644 -2.286
C -1.328 -0.821 -1.717
C -2.383 -1.254 -0.913
N -3.119 -0.129 -0.693
C -2.500 0.932 -1.309
N -1.416 0.501 -1.928
H -0.038 -0.764 -4.323
H 0.661 -2.201 -4.098
H 1.558 -0.809 -3.493
H -0.570 -2.648 -2.499
H 0.418 -1.804 -1.394
H -2.587 -2.183 -0.437
H -3.915 0.052 -0.100
H -2.868 1.938 -1.342
C 2.797 1.605 0.268
C 1.768 0.941 1.200
C 2.049 1.065 2.601
C 1.246 0.568 3.564
C -0.013 0.098 3.075
O -0.772 -0.361 4.140
C -0.442 0.141 1.801
C 0.547 0.444 0.800
H 3.022 2.639 0.534
H 2.371 1.727 -0.746
H 3.720 1.007 0.407
H 2.886 1.759 2.768
H 1.358 0.661 4.680
H -1.615 -0.711 3.800
H -1.416 -0.159 1.416
H 0.222 0.679 -0.210
*
```

Values from the calculation:
M: 204.273 g mol⁻¹
SMILES: CCc1c[nH]cn1.Cc1ccc(O)cc1

## 2
ORCA calculation (wB97M-V/def2-TZVPD) on a cluster of 2 separate species, C12H16N2O in total.

```
! wB97M-V def2-TZVPD RIJCOSX def2/J DEFGRID3
* xyz 0 1
C 4.490 0.946 -0.167
C 3.572 -0.130 -0.790
C 2.290 0.381 -1.371
C 1.462 -0.213 -2.270
N 0.384 0.639 -2.418
C 0.671 1.742 -1.689
N 1.805 1.637 -1.061
H 5.352 1.095 -0.814
H 4.747 0.694 0.853
H 3.985 1.904 -0.112
H 4.154 -0.768 -1.442
H 3.267 -0.750 0.059
H 1.399 -1.197 -2.702
H -0.335 0.552 -3.113
H -0.012 2.573 -1.657
C -0.330 0.151 3.435
C -1.266 -0.167 2.289
C -2.256 -1.134 2.474
C -2.972 -1.633 1.389
C -2.751 -1.058 0.152
O -3.415 -1.667 -0.900
C -1.878 0.001 -0.066
C -1.092 0.369 1.029
H -0.720 0.784 4.221
H 0.589 0.570 3.016
H 0.053 -0.788 3.846
H -2.442 -1.508 3.479
H -3.606 -2.509 1.462
H -3.374 -1.147 -1.703
H -1.797 0.522 -1.002
H -0.271 1.058 0.853
*
```

Values from the calculation:
M: 204.273 g mol⁻¹
SMILES: CCc1c[nH]cn1.Cc1ccc(O)cc1

## 3
ORCA calculation (wB97M-V/def2-TZVPD) on a cluster of 2 separate species, C12H16N2O in total.

```
! wB97M-V def2-TZVPD RIJCOSX def2/J DEFGRID3
* xyz 0 1
C -4.708 -1.104 1.132
C -1.396 -1.495 -1.394
C -2.629 -0.973 -1.456
C -0.572 -0.668 -0.596
C -3.478 1.165 -0.706
C 3.339 0.536 0.482
C 2.468 0.053 1.747
C 3.249 -0.573 -0.529
C 0.981 -0.155 1.292
C 1.855 -0.616 -1.096
C 0.750 -0.846 -0.048
C -3.003 2.449 -0.133
N -1.278 0.475 -0.333
N -2.497 0.294 -0.855
O -4.855 -0.093 1.585
H -1.156 -2.578 -1.721
H -3.512 -1.204 -1.939
H 2.938 1.365 -0.063
H 4.375 0.613 0.867
H 3.010 -0.912 2.030
H 2.330 0.757 2.686
H 3.896 -0.206 -1.318
H 3.531 -1.523 -0.163
H 0.252 -0.808 1.946
H 0.572 0.877 1.236
H 1.581 0.361 -1.667
H 1.825 -1.381 -1.909
H 0.873 -1.888 0.449
H -2.114 2.740 -0.529
H -2.805 2.204 0.978
H -3.822 3.135 0.026
*
```

Values from the calculation:
M: 204.273 g mol⁻¹

Bottom line: 2, by a margin of 0.850 eV.

## 1
ORCA calculation (wB97M-V/def2-TZVPD) on a cluster of 2 separate species, C5H8INO2 in total.

```
! wB97M-V def2-TZVPD RIJCOSX def2/J DEFGRID3
* xyz 0 1
C 1.499 -1.892 0.937
C 2.465 -1.082 1.132
N 3.295 -0.263 1.315
C 3.701 0.757 0.434
I 2.296 1.211 -1.245
H 0.545 -1.668 1.455
H 1.615 -2.936 0.593
H 3.611 1.642 1.053
H 4.701 0.390 0.139
C -2.849 1.096 -1.177
C -1.741 0.000 -0.924
O -0.625 0.273 -0.632
O -2.318 -1.198 -1.285
H -2.469 1.970 -1.712
H -3.136 1.336 -0.168
H -3.703 0.583 -1.543
H -1.513 -1.891 -1.145
*
```

Values from the calculation:
M: 241.028 g mol⁻¹
SMILES: C=C=NCI.CC(=O)O

## 2
ORCA calculation (wB97M-V/def2-TZVPD) on the molecule C5H8INO2.

```
! wB97M-V def2-TZVPD RIJCOSX def2/J DEFGRID3
* xyz 0 1
C 1.419 2.704 0.100
N 0.845 1.383 -0.034
C -0.493 1.244 -0.010
O -1.284 2.176 0.006
C -1.009 -0.192 -0.044
I -3.120 -0.173 0.053
C -0.359 -1.385 0.063
C -0.962 -2.796 -0.002
O 1.006 -1.441 0.144
H 2.118 2.950 -0.725
H 0.762 3.509 -0.187
H 1.777 2.794 1.029
H 1.352 0.583 0.354
H -0.466 -3.286 -0.713
H -2.004 -2.667 -0.450
H -0.796 -3.224 0.891
H 1.214 -2.180 -0.476
*
```

Values from the calculation:
M: 241.028 g mol⁻¹
SMILES: CNC(=O)/C(I)=C(/C)O

Bottom line: 2, by a margin of 0.888 eV.

## 1
ORCA calculation (wB97M-V/def2-TZVPD) on the molecule C3H2N4O.

```
! wB97M-V def2-TZVPD RIJCOSX def2/J DEFGRID3
* xyz 0 1
N 1.490 -3.313 0.533
C 1.077 -2.190 0.240
C 0.244 -1.084 0.030
N -0.986 -0.819 0.469
N -1.194 0.442 0.144
C -0.019 0.952 -0.378
O -0.229 2.268 -0.448
N 0.924 0.079 -0.646
H -2.124 0.939 0.103
H 0.816 2.725 -0.046
*
```

Values from the calculation:
M: 110.076 g mol⁻¹
SMILES: N#Cc1n[nH]c(O)n1

## 2
ORCA calculation (wB97M-V/def2-TZVPD) on the molecule C3H2N4O.

```
! wB97M-V def2-TZVPD RIJCOSX def2/J DEFGRID3
* xyz 0 1
N -3.651 -0.538 -0.035
C -2.517 -0.223 -0.080
C -1.107 0.016 0.033
N -0.635 1.283 -0.014
C 0.729 1.062 0.055
N 1.023 -0.248 0.094
O 2.294 -0.677 -0.170
N -0.087 -0.946 0.010
H 1.472 1.919 -0.264
H 2.481 -1.648 0.372
*
```

Values from the calculation:
M: 110.076 g mol⁻¹
SMILES: N#Cc1ncn(O)n1

Bottom line: 1, by a margin of 0.628 eV.

## 1
ORCA calculation (wB97M-V/def2-TZVPD) on the molecule C3H2N4O.

```
! wB97M-V def2-TZVPD RIJCOSX def2/J DEFGRID3
* xyz 0 1
O 0.004 -1.078 2.058
C -0.105 -0.752 0.866
C -1.369 -0.467 -0.101
C -1.252 0.205 -1.175
N -0.397 1.256 -1.053
N 0.758 1.317 -0.589
N 1.445 0.273 -0.480
N 1.172 -0.649 0.334
H -2.351 -0.957 0.357
H -2.161 0.284 -1.834
*
```

Values from the calculation:
M: 110.076 g mol⁻¹
SMILES: O=c1ccnnnn1

## 2
ORCA calculation (wB97M-V/def2-TZVPD) on the molecule C3H2N4O.

```
! wB97M-V def2-TZVPD RIJCOSX def2/J DEFGRID3
* xyz 0 1
O 0.012 -0.568 2.315
C 0.207 -0.118 1.190
N 1.323 -0.158 0.395
C 1.239 -0.335 -0.877
N 0.017 -0.667 -1.730
N -1.117 -0.106 -1.440
C -1.139 0.936 -0.454
N -0.579 0.953 0.604
H 2.134 -0.439 -1.554
H -1.583 1.932 -0.921
*
```

Values from the calculation:
M: 110.076 g mol⁻¹
SMILES: O=c1ncnncn1

## 3
ORCA calculation (wB97M-V/def2-TZVPD) on the molecule C3H2N4O.

```
! wB97M-V def2-TZVPD RIJCOSX def2/J DEFGRID3
* xyz 0 1
H 3.190 -0.757 0.049
N 2.049 -1.085 0.052
C 1.077 -0.288 -0.171
N -0.212 -0.988 -0.205
C -1.138 -0.096 -0.470
C -2.404 -0.278 -0.305
N -3.503 -0.578 0.326
O -0.722 1.209 -0.234
N 0.803 1.167 0.037
H 0.859 1.694 0.922
*
```

Values from the calculation:
M: 110.076 g mol⁻¹
SMILES: [H]/N=c1/nc(C#N)o[nH]1

## 4
ORCA calculation (wB97M-V/def2-TZVPD) on the molecule C3H2N4O.

```
! wB97M-V def2-TZVPD RIJCOSX def2/J DEFGRID3
* xyz 0 1
O -1.685 1.100 -1.032
C -0.476 0.886 -0.798
C 0.620 -0.108 -1.196
N 0.994 -0.914 -0.350
C 0.050 -1.035 0.725
N -0.388 -0.306 1.777
N 0.149 0.979 1.587
N 0.041 1.550 0.383
H 1.275 0.032 -1.983
H -0.580 -2.184 0.888
*
```

Values from the calculation:
M: 110.076 g mol⁻¹
SMILES: O=c1cncnnn1

Bottom line: 2, by a margin of 2.107 eV.

## 1
ORCA calculation (wB97M-V/def2-TZVPD) on a structure of composition C3H9ISi.

```
! wB97M-V def2-TZVPD RIJCOSX def2/J DEFGRID3
* xyz 0 1
C 1.918 0.833 0.851
C -0.876 -0.152 0.307
C -1.832 -0.581 -0.752
Si 1.366 -0.400 -0.485
I -3.918 -0.198 -0.119
H 1.331 1.832 0.735
H 1.449 0.458 1.788
H 2.930 1.128 0.852
H -1.048 -0.650 1.198
H -0.761 0.877 0.535
H -1.784 0.007 -1.627
H -1.955 -1.601 -1.118
H 1.619 -1.931 -0.459
H 1.562 0.377 -1.706
*
```

Values from the calculation:
M: 200.095 g mol⁻¹

## 2
ORCA calculation (wB97M-V/def2-TZVPD) on the molecule C3H9ISi.

```
! wB97M-V def2-TZVPD RIJCOSX def2/J DEFGRID3
* xyz 0 1
C 0.782 1.585 0.818
Si 1.227 -0.256 0.692
C -0.277 -1.165 -0.211
C -1.359 -0.356 -1.141
I -3.223 -1.244 -0.914
H 1.479 2.196 1.400
H 0.839 2.024 -0.289
H -0.159 1.732 1.314
H 1.458 -0.952 2.033
H 2.322 -0.402 -0.293
H 0.188 -1.842 -0.881
H -0.801 -1.797 0.604
H -1.288 0.743 -0.948
H -1.189 -0.266 -2.184
*
```

Values from the calculation:
M: 200.095 g mol⁻¹
SMILES: C[SiH2]CCI

Bottom line: 2, by a margin of 0.964 eV.

## 1
ORCA calculation (wB97M-V/def2-TZVPD) on a cluster of 4 separate species, C2H10NO5 in total.

```
! wB97M-V def2-TZVPD RIJCOSX def2/J DEFGRID3
* xyz 0 2
C 0.711 -2.197 0.264
N -0.134 -1.094 0.008
C 0.311 0.249 -0.204
O -0.510 0.924 -0.850
O 1.392 0.568 0.258
H 1.585 -2.201 -0.395
H 1.095 -2.089 1.289
H 0.137 -3.118 0.252
H -1.049 -1.234 -0.436
H -2.309 -0.100 -0.993
H -3.581 0.031 -0.176
O -3.086 -0.613 -0.691
H -2.059 1.999 1.332
H -1.895 2.222 -0.134
O -2.584 2.236 0.545
H 4.368 -0.909 0.049
H 3.267 -0.113 0.694
O 4.218 -0.060 0.489
*
```

Values from the calculation:
M: 128.104 g mol⁻¹

## 2
ORCA calculation (wB97M-V/def2-TZVPD) on a cluster of 4 separate species, C2H10NO5 in total.

```
! wB97M-V def2-TZVPD RIJCOSX def2/J DEFGRID3
* xyz 0 2
O 2.198 0.202 -0.066
C 1.198 0.765 -0.546
O 0.785 1.821 -0.099
C 0.368 0.045 -1.625
N -0.973 0.122 -1.119
H 0.445 0.462 -2.680
H 0.749 -1.073 -1.578
H -1.107 1.075 -0.697
H -1.579 -0.031 -1.822
H -1.286 -1.693 0.041
H -0.288 -2.394 0.812
O -1.199 -2.527 0.520
H -1.153 2.273 0.466
H -0.503 1.507 1.367
O -1.415 1.928 1.417
H 1.710 -1.094 1.238
H 0.750 -0.278 2.276
O 1.300 -1.110 2.095
*
```

Values from the calculation:
M: 128.104 g mol⁻¹

Bottom line: 1, by a margin of 1.750 eV.

## 1
ORCA calculation (wB97M-V/def2-TZVPD) on a cluster of 2 separate species, C4H8NO in total.

```
! wB97M-V def2-TZVPD RIJCOSX def2/J DEFGRID3
* xyz -1 3
C 2.962 -0.476 -0.222
C 1.649 -0.326 -0.098
C 0.819 -1.608 0.166
C -1.736 2.832 0.628
N 0.802 0.781 -0.368
O 1.198 1.969 -0.147
H 3.590 0.355 -0.450
H 3.469 -1.454 -0.162
H 1.250 -2.191 -0.691
H -0.262 -1.517 0.261
H 1.401 -2.079 1.032
H -0.810 2.503 0.337
H -2.627 2.682 0.049
H -1.815 3.268 1.558
*
```

Values from the calculation:
M: 86.114 g mol⁻¹

## 2
ORCA calculation (wB97M-V/def2-TZVPD) on a cluster of 2 separate species, C4H8NO in total.

```
! wB97M-V def2-TZVPD RIJCOSX def2/J DEFGRID3
* xyz -1 3
C 0.856 0.787 -0.431
C 0.073 0.157 0.412
C 2.300 1.298 -0.081
C -1.926 -1.682 -0.110
N -1.814 -0.175 -0.345
O -2.721 0.467 0.390
H 0.711 0.800 -1.495
H 0.454 0.200 1.396
H 2.348 2.420 -0.003
H 2.587 1.012 1.023
H 2.977 0.903 -0.850
H -1.936 -1.764 1.015
H -2.857 -2.204 -0.467
H -1.053 -2.219 -0.456
*
```

Values from the calculation:
M: 86.114 g mol⁻¹

Bottom line: 1, by a margin of 1.542 eV.

## 1
ORCA calculation (wB97M-V/def2-TZVPD) on a cluster of 6 separate species, C6H18N6O12 in total.

```
! wB97M-V def2-TZVPD RIJCOSX def2/J DEFGRID3
* xyz 0 1
C -2.592 0.304 0.073
N -1.982 -1.075 0.365
O -1.028 -1.091 1.138
O -2.471 -1.957 -0.241
H -3.662 0.073 -0.025
H -2.283 0.684 -0.910
H -2.319 0.907 0.937
C 0.991 1.021 0.147
N 0.495 0.913 -1.285
O 0.073 -0.181 -1.644
O 0.636 1.906 -1.943
H 1.872 1.663 0.066
H 1.272 0.024 0.462
H 0.213 1.523 0.732
C 3.099 3.957 -2.533
N 3.323 2.933 -3.533
O 4.378 2.355 -3.461
O 2.402 2.680 -4.298
H 3.746 4.811 -2.748
H 3.433 3.424 -1.640
H 2.029 4.172 -2.466
C -2.270 -1.732 -3.620
N -3.661 -1.376 -3.064
O -4.421 -2.320 -3.041
O -3.952 -0.218 -2.859
H -1.517 -1.445 -2.889
H -2.142 -1.230 -4.575
H -2.299 -2.819 -3.702
C -0.510 0.493 3.813
N -0.389 2.008 3.571
O -1.133 2.449 2.708
O 0.410 2.653 4.168
H 0.348 -0.009 3.341
H -1.445 0.096 3.424
H -0.465 0.304 4.894
C 1.510 -4.347 2.935
N 1.956 -2.879 2.909
O 2.234 -2.484 4.018
O 1.948 -2.273 1.865
H 0.826 -4.409 3.779
H 2.350 -5.002 3.139
H 0.995 -4.505 1.991
*
```

Values from the calculation:
M: 366.240 g mol⁻¹
SMILES: C[N+](=O)[O-].C[N+](=O)[O-].C[N+](=O)[O-].C[N+](=O)[O-].C[N+](=O)[O-].C[N+](=O)[O-]

## 2
ORCA calculation (wB97M-V/def2-TZVPD) on a cluster of 6 separate species, C6H18N6O12 in total.

```
! wB97M-V def2-TZVPD RIJCOSX def2/J DEFGRID3
* xyz 0 1
C 1.171 -1.809 -3.963
N 0.641 -2.975 -3.200
O 1.141 -4.062 -3.403
O -0.265 -2.756 -2.423
H 1.810 -1.226 -3.307
H 0.319 -1.242 -4.318
H 1.760 -2.204 -4.784
C -1.680 1.861 -2.976
N -1.949 2.765 -4.121
O -2.295 3.893 -3.852
O -1.806 2.317 -5.240
H -0.959 2.335 -2.320
H -1.282 0.931 -3.362
H -2.626 1.715 -2.465
C 0.767 -0.724 0.381
N 0.319 0.523 -0.284
O 1.119 1.085 -1.012
O -0.833 0.866 -0.149
H -0.068 -1.110 0.953
H 1.684 -0.562 0.930
H 0.893 -1.452 -0.423
C 5.601 0.200 2.669
N 4.117 0.231 2.524
O 3.670 0.605 1.463
O 3.449 -0.145 3.469
H 5.952 -0.677 2.136
H 5.822 0.150 3.727
H 5.991 1.105 2.217
C 0.013 -0.965 4.393
N 0.100 0.480 4.056
O -0.072 0.786 2.890
O 0.363 1.244 4.950
H -0.844 -1.379 3.872
H -0.048 -1.074 5.466
H 0.922 -1.418 4.001
C -4.313 0.716 0.631
N -5.190 -0.038 -0.315
O -6.384 0.029 -0.131
O -4.644 -0.686 -1.186
H -3.308 0.721 0.225
H -4.402 0.201 1.581
H -4.658 1.743 0.697
*
```

Values from the calculation:
M: 366.240 g mol⁻¹
SMILES: C[N+](=O)[O-].C[N+](=O)[O-].C[N+](=O)[O-].C[N+](=O)[O-].C[N+](=O)[O-].C[N+](=O)[O-]

Bottom line: 2, by a margin of 0.458 eV.